No. 1
{
  "formula": "C4H12N2",
  "method": "wB97M-V/def2-TZVPD",
  "symbols": ["C", "C", "N", "H", "H", "H", "H", "H", "H", "H", "C", "C", "N", "H", "H", "H", "H", "H"],
  "positions_angstrom": [[2.3252, -2.1209, 0.4687], [2.8848, -2.1898, -0.9605], [3.2738, -0.8365, -1.3852], [1.2725, -1.8333, 0.4626], [2.3489, -3.0843, 0.9775], [2.8765, -1.3582, 1.0058], [3.8170, -2.7441, -0.8436], [2.1556, -2.6654, -1.6182], [2.4396, -0.3075, -1.5989], [3.9395, -0.8730, -2.1407], [-2.9983, 1.0803, 1.5547], [-3.2420, 2.8576, 0.0722], [-2.9199, 1.6440, 0.1982], [-2.9941, 0.0121, 1.3724], [-3.9033, 1.3856, 2.0775], [-2.1684, 1.3554, 2.2069], [-3.4973, 3.4669, 0.9464], [-3.3505, 3.2721, -0.9254]],
  "orbital_gap_ha": 0.376,
  "e_lumo_ev": 1.074,
  "energy_ha": -269.05711,
  "molar_mass_da": 88.154,
  "homo_energy_ha": -0.3364,
  "e_above_lowest_kcal_mol": 37.17,
  "spin_multiplicity": 1,
  "charge": 0
}

=====

No. 2
{
  "formula": "C4H8NO2S",
  "method": "wB97M-V/def2-TZVPD",
  "symbols": ["O", "C", "O", "C", "C", "C", "S", "N", "H", "H", "H", "H", "H", "H", "H", "H"],
  "positions_angstrom": [[1.9708, 0.4261, -2.3716], [0.8184, 0.5364, -1.7777], [-0.3027, 0.6091, -2.4139], [0.8022, 0.2535, -0.2973], [-0.5053, -0.6130, 0.2389], [-1.0010, -2.1398, 0.3563], [-2.5109, -2.7437, 0.1103], [1.1800, 2.4395, 1.0613], [0.7822, 1.3138, 0.1328], [-1.3582, -0.2211, -0.3140], [-0.4539, -0.0906, 1.2065], [-0.5107, -2.7766, -0.3414], [0.9017, 3.3422, 0.9598], [-2.7779, -2.2553, 1.4795], [1.1908, 2.1392, 2.0857], [1.7745, -0.2197, -0.1150]],
  "orbital_gap_ha": 0.128,
  "e_lumo_ev": 0.300,
  "energy_ha": -760.36322,
  "molar_mass_da": 134.180,
  "homo_energy_ha": -0.1172,
  "e_above_lowest_kcal_mol": 219.40,
  "spin_multiplicity": 1,
  "charge": -1
}

=====

No. 3
{
  "formula": "C48H44AsIN2OPRh",
  "method": "wB97M-V/def2-TZVPD",
  "symbols": ["Rh", "I", "C", "C", "C", "C", "C", "C", "C", "C", "C", "P", "C", "C", "C", "C", "C", "C", "C", "C", "C", "C", "C", "C", "C", "H", "H", "H", "H", "H", "H", "H", "H", "H", "H", "H", "H", "H", "H", "H", "H", "C", "C", "C", "C", "C", "C", "C", "C", "C", "C", "C", "C", "C", "C", "C", "N", "H", "H", "H", "H", "H", "H", "H", "H", "H", "H", "C", "C", "N", "O", "H", "H", "H", "H", "H", "C", "As", "C", "C", "C", "C", "C", "C", "C", "C", "H", "H", "H", "H", "H", "H", "H", "H", "H", "H", "H", "H", "H"],
  "positions_angstrom": [[0.4567, -0.8187, 0.8107], [1.4531, -3.1868, -0.0716], [2.1451, -2.9752, -2.0992], [2.0350, -4.1571, -2.7980], [2.5951, -4.3069, -4.0681], [3.2958, -3.2631, -4.5990], [3.3980, -2.0316, -3.9197], [4.1332, -1.0010, -4.5379], [4.2465, 0.2295, -3.9570], [3.5990, 0.4649, -2.7473], [2.8720, -0.5137, -2.0848], [2.1015, 0.1964, -0.5677], [3.5408, 0.6951, 0.4449], [4.8688, 0.4871, 0.0794], [5.8913, 0.8986, 0.9177], [5.6085, 1.4970, 2.1338], [4.2890, 1.6729, 2.5221], [3.2639, 1.2685, 1.6875], [1.4658, 1.7694, -1.2557], [1.6523, 2.9956, -0.6233], [1.1404, 4.1513, -1.1880], [0.4452, 4.0955, -2.3847], [0.2498, 2.8757, -3.0151], [0.7378, 1.7143, -2.4450], [2.7788, -1.8248, -2.6371], [1.5320, -4.9952, -2.3415], [2.5087, -5.2458, -4.5915], [3.7933, -3.3547, -5.5515], [4.6050, -1.2104, -5.4851], [4.8082, 1.0211, -4.4261], [3.6730, 1.4537, -2.3147], [5.1200, 0.0140, -0.8579], [6.9162, 0.7551, 0.6143], [6.4113, 1.8091, 2.7828], [4.0633, 2.1282, 3.4744], [2.2324, 1.3697, 2.0059], [2.2211, 3.0500, 0.2937], [1.2986, 5.0975, -0.6955], [0.0596, 4.9989, -2.8278], [-0.2672, 2.8389, -3.9624], [0.6099, 0.7641, -2.9481], [-1.4663, -2.8285, -2.2173], [-1.8924, -3.7503, -1.2424], [-2.1400, -3.3501, 0.0478], [-1.9599, -2.0078, 0.4306], [-1.5916, -1.0344, -0.5884], [-1.3868, -1.4910, -1.9082], [-2.0135, -1.5103, 1.7715], [-2.7060, -2.1045, 2.8429], [-2.7123, -1.4974, 4.0655], [-1.9923, -0.2867, 4.2738], [-1.9610, 0.3795, 5.5012], [-1.2155, 1.5302, 5.6711], [-0.4718, 2.0353, 4.6100], [-0.4995, 1.4117, 3.3792], [-1.2744, 0.2612, 3.1724], [-1.3453, -0.3144, 1.9411], [-1.2591, -3.1739, -3.2179], [-2.0207, -4.7851, -1.5184], [-2.4297, -4.0808, 0.7873], [-1.1430, -0.7633, -2.6757], [-3.2450, -3.0242, 2.6717], [-3.2459, -1.9356, 4.8924], [-2.5412, -0.0196, 6.3189], [-1.2204, 2.0394, 6.6219], [0.1355, 2.9178, 4.7440], [0.0762, 1.8093, 2.5533], [3.4266, -1.4272, 4.4143], [3.0818, -1.5541, 2.9591], [4.0662, -2.0035, 2.1749], [1.9756, -1.2327, 2.5296], [3.9640, -2.3031, 4.7677], [2.5296, -1.2839, 5.0091], [4.0631, -0.5513, 4.5334], [4.9544, -2.2834, 2.5522], [3.9397, -2.0918, 1.1788], [-2.9571, 1.3173, -2.1656], [-2.5036, 0.6893, -0.3870], [-1.6597, 2.2731, 0.3529], [-4.2149, 0.4386, 0.5620], [-5.3624, 0.7467, -0.3482], [-6.0466, 1.9543, -0.2568], [-7.1334, 2.2085, -1.0752], [-7.5384, 1.2648, -2.0048], [-6.8396, 0.0725, -2.1307], [-5.7575, -0.1844, -1.3078], [-3.4590, 0.5562, -2.7635], [-2.0486, 1.6568, -2.6665], [-3.6347, 2.1678, -2.0554], [-2.1089, 2.5069, 1.3177], [-1.8121, 3.1034, -0.3358], [-0.5934, 2.1024, 0.4845], [-4.2062, 1.1034, 1.4318], [-4.2609, -0.5976, 0.9119], [-5.7492, 2.6886, 0.4783], [-7.6691, 3.1406, -0.9851], [-8.4094, 1.4477, -2.6141], [-7.1455, -0.6554, -2.8681], [-5.2177, -1.1242, -1.3877]],
  "orbital_gap_ha": [0.199, 0.225],
  "e_lumo_ev": [-4.899, -6.961],
  "energy_ha": -5025.11073,
  "s_squared": 6.02,
  "molar_mass_da": 1000.599,
  "homo_energy_ha": [-0.3787, -0.4807],
  "e_above_lowest_kcal_mol": 0.00,
  "spin_multiplicity": 5,
  "charge": 2
}

=====

No. 4
{
  "formula": "C11H23CoN2O5P2",
  "method": "wB97M-V/def2-TZVPD",
  "symbols": ["Co", "P", "C", "C", "N", "C", "C", "C", "C", "C", "P", "H", "H", "H", "H", "H", "H", "H", "H", "O", "H", "H", "O", "H", "C", "H", "H", "H", "C", "H", "H", "H", "C", "H", "H", "H", "C", "H", "H", "H", "O", "N", "O", "O"],
  "positions_angstrom": [[-0.0457, -0.2221, 0.7170], [1.9216, -1.0091, 0.9882], [2.1956, -1.6957, -0.6043], [1.0386, -1.8732, -1.3903], [-0.1412, -1.3030, -0.9357], [-1.3142, -1.4511, -1.5554], [-1.4229, -2.2292, -2.7124], [-0.2572, -2.8108, -3.2275], [0.9555, -2.6453, -2.5739], [-2.5173, -0.7888, -0.9332], [-2.0851, 0.6173, 0.2765], [1.8935, -3.0978, -2.9003], [-2.4105, -2.3564, -3.1587], [-0.3108, -3.4331, -4.1280], [-3.1860, -0.3787, -1.7036], [-3.1133, -1.5179, -0.3620], [3.4229, 2.3839, -3.2647], [3.1482, -2.1061, -0.9263], [-0.3319, 5.2988, -0.6722], [3.7416, 3.1274, -2.7747], [2.9505, 3.4854, -2.3395], [-0.5683, 0.6570, 2.1653], [0.0007, 4.4858, -1.0058], [0.5990, 4.1533, -0.3341], [-2.0835, 2.0705, -0.7684], [-3.0077, 2.0955, -1.3626], [-2.0005, 2.9678, -0.1411], [-1.2176, 2.0474, -1.4473], [-3.3580, 0.5928, 1.5322], [-3.1781, 1.4478, 2.1974], [-4.3479, 0.6809, 1.0682], [-3.2978, -0.3449, 2.1062], [1.8330, -2.2824, 2.2569], [2.8276, -2.3987, 2.6932], [1.0891, -2.0179, 3.0209], [1.5371, -3.2010, 1.7449], [3.1539, 0.2469, 1.3859], [2.7688, 0.8854, 2.1992], [4.0785, -0.2609, 1.6986], [3.3224, 0.8507, 0.4799], [-0.8105, -1.0226, 4.1130], [-0.5439, 0.1956, 4.0765], [-0.1945, 0.8426, 5.0747], [-0.7338, 1.3137, 1.4270]],
  "orbital_gap_ha": [0.272, 0.233],
  "e_lumo_ev": [-7.567, -9.424],
  "energy_ha": -2983.34670,
  "s_squared": 6.07,
  "molar_mass_da": 384.195,
  "homo_energy_ha": [-0.5503, -0.5798],
  "e_above_lowest_kcal_mol": 0.00,
  "spin_multiplicity": 5,
  "charge": 2
}

=====

No. 5
{
  "formula": "C4H7NO2",
  "method": "wB97M-V/def2-TZVPD",
  "symbols": ["C", "N", "C", "C", "C", "O", "O", "H", "H", "H", "H", "H", "H", "H"],
  "positions_angstrom": [[-2.0884, -0.7362, 0.0443], [-0.9438, -0.2043, 0.6555], [0.6314, 1.4489, 0.4903], [-0.0234, 0.2431, -0.1829], [1.2213, -0.9794, -0.3461], [2.2580, -0.3413, -0.5742], [-2.2858, -0.8599, -1.1369], [-2.8519, -0.9799, 0.7956], [-0.3569, 0.4523, -1.1994], [-0.0956, 2.2108, 0.7440], [1.0934, 1.0987, 1.4108], [1.4387, 1.8140, -0.1469], [0.8012, -1.6136, -1.1466], [1.2019, -1.5532, 0.5924]],
  "orbital_gap_ha": 0.276,
  "e_lumo_ev": -2.761,
  "energy_ha": -361.69467,
  "molar_mass_da": 101.105,
  "homo_energy_ha": -0.3773,
  "e_above_lowest_kcal_mol": 116.84,
  "spin_multiplicity": 1,
  "charge": 0
}

=====

No. 6
{
  "formula": "C46H39BCdF12N5O3PS2",
  "method": "wB97M-V/def2-TZVPD",
  "symbols": ["Cd", "C", "C", "C", "C", "C", "N", "C", "C", "C", "C", "C", "C", "C", "C", "O", "C", "F", "F", "F", "C", "F", "F", "F", "C", "C", "C", "O", "C", "F", "F", "F", "C", "F", "F", "F", "H", "H", "H", "H", "H", "H", "H", "H", "H", "H", "H", "H", "C", "N", "C", "C", "N", "B", "N", "C", "C", "N", "C", "C", "S", "C", "S", "H", "H", "H", "H", "H", "H", "H", "H", "H", "H", "H", "H", "O", "P", "C", "C", "C", "C", "C", "C", "C", "C", "C", "C", "C", "C", "C", "C", "C", "C", "C", "C", "H", "H", "H", "H", "H", "H", "H", "H", "H", "H", "H", "H", "H", "H", "H"],
  "positions_angstrom": [[-0.7354, -0.0587, 0.8919], [0.7337, -5.6566, 5.2967], [0.1493, -4.4740, 4.6381], [-0.8917, -3.7240, 5.1844], [-1.4487, -2.7688, 4.4025], [-0.8402, -2.2278, 3.1959], [-1.4841, -1.2793, 2.4777], [-2.8481, -1.1278, 2.5596], [-3.7744, -2.2391, 2.4017], [-5.1089, -2.1165, 2.7521], [-5.5564, -0.9247, 3.3601], [-6.8922, -0.7517, 3.9766], [-4.7096, 0.2025, 3.3198], [-3.3884, 0.1114, 2.9384], [-2.5717, 1.3964, 3.0509], [-1.4684, 1.4924, 2.2734], [-2.0414, 1.5073, 4.5004], [-1.3702, 0.4120, 4.8597], [-2.9889, 1.7091, 5.4834], [-1.1815, 2.5448, 4.6841], [-3.5375, 2.5701, 2.6341], [-2.8594, 3.6926, 2.2328], [-4.3375, 2.2574, 1.5869], [-4.3512, 3.0490, 3.6312], [0.4873, -2.6867, 2.9587], [0.7653, -3.9342, 3.5043], [1.5332, -1.9794, 2.1004], [1.2188, -0.7845, 1.5821], [2.7636, -1.6551, 3.0523], [2.4670, -0.6644, 3.9401], [3.8871, -1.3394, 2.3670], [3.0781, -2.6880, 3.8213], [2.0850, -2.9177, 0.9658], [2.9744, -2.3306, 0.1266], [1.0834, -3.4327, 0.2220], [2.7705, -3.9965, 1.4957], [0.0881, -6.5252, 5.2827], [1.6347, -5.9365, 4.7666], [1.0875, -5.4333, 6.3055], [-1.3385, -3.9564, 6.1163], [-2.3675, -2.3382, 4.6985], [-3.3322, -3.2054, 2.1977], [-5.8372, -2.9155, 2.6248], [-7.6610, -1.3755, 3.5239], [-6.7565, -1.0029, 5.0458], [-7.2859, 0.2667, 3.8955], [-5.0967, 1.1461, 3.6905], [1.5561, -4.4920, 3.0133], [-4.8218, -2.2012, -1.5072], [-4.2359, -1.0289, -2.1456], [-4.8820, -0.0540, -2.9107], [-3.9057, 0.8137, -3.3077], [-2.6869, 0.4075, -2.7872], [-1.3740, 1.1474, -3.0235], [-1.6899, 2.6792, -3.1780], [-1.7324, 3.4776, -4.2892], [-2.0196, 4.7549, -3.8735], [-1.9972, 4.7420, -2.4808], [-1.9874, 5.8494, -1.5713], [-1.7759, 3.4436, -2.0420], [-1.8760, 2.8728, -0.5011], [-2.8735, -0.7603, -2.0395], [-1.7990, -1.7159, -1.2276], [-5.6517, -2.6000, -2.1366], [-3.9875, -2.9035, -1.3619], [-5.2378, -1.9092, -0.5248], [-5.9222, -0.1547, -3.1160], [-3.9783, 1.7048, -3.9212], [-0.8592, 0.8077, -4.0712], [-0.5988, 0.8995, -2.1247], [-1.6515, 2.9996, -5.2462], [-2.0095, 5.6689, -4.4635], [-0.9792, 6.2077, -1.3985], [-2.4510, 5.5045, -0.6410], [-2.5921, 6.6427, -2.0272], [2.0998, 1.4971, -1.3105], [3.3236, 1.0047, -2.0197], [3.2691, -0.6830, -2.6329], [2.0253, -1.2579, -2.9189], [1.9536, -2.5298, -3.5007], [3.1251, -3.2096, -3.7038], [4.3728, -2.7008, -3.3188], [4.4494, -1.3950, -2.8198], [4.7812, 1.0817, -0.9327], [4.5393, 0.8422, 0.4134], [5.6208, 0.8630, 1.2793], [6.9101, 1.2029, 0.8438], [7.0927, 1.5451, -0.5155], [6.0398, 1.5177, -1.3961], [3.6521, 1.9424, -3.5662], [4.0005, 1.3695, -4.8270], [4.2621, 2.2189, -5.9252], [4.1396, 3.5677, -5.7693], [3.7493, 4.1636, -4.5549], [3.4417, 3.3018, -3.4806], [1.1278, -0.7053, -2.7939], [0.9934, -3.0013, -3.7121], [3.0690, -4.2041, -4.2446], [5.2399, -3.3039, -3.5291], [5.4035, -0.9434, -2.5990], [3.5178, 0.5971, 0.7428], [5.4530, 0.7195, 2.3490], [7.7068, 1.1599, 1.5710], [8.0876, 1.7626, -0.8820], [6.1518, 1.7515, -2.4381], [4.0652, 0.2281, -4.9711], [4.4923, 1.7254, -6.8656], [4.5097, 4.1738, -6.6173], [3.6450, 5.2583, -4.4842], [2.9632, 3.7252, -2.5821]],
  "orbital_gap_ha": 0.188,
  "e_lumo_ev": 3.810,
  "energy_ha": -4804.72690,
  "molar_mass_da": 1156.158,
  "homo_energy_ha": -0.0482,
  "spin_multiplicity": 1,
  "charge": -2
}